Entry 1:
{"formula": "C42H47As2CdNOSSb2", "method": "wB97M-V/def2-TZVPD", "elements": ["Cd", "C", "As", "C", "C", "C", "C", "C", "C", "C", "As", "C", "C", "H", "H", "H", "H", "H", "H", "H", "H", "H", "H", "H", "H", "H", "H", "H", "H", "C", "C", "C", "Sb", "C", "C", "C", "C", "C", "C", "C", "C", "C", "C", "C", "C", "Sb", "C", "C", "C", "C", "C", "C", "C", "C", "C", "C", "C", "C", "H", "H", "H", "H", "H", "H", "H", "H", "H", "H", "H", "H", "H", "H", "H", "H", "H", "H", "H", "H", "H", "H", "H", "H", "H", "H", "O", "N", "C", "C", "C", "C", "C", "H", "H", "H", "H", "H", "S"], "coordinates": [[0.284390, -0.541815, 0.879718], [3.368327, -3.761640, 4.090144], [2.346194, -2.545689, 2.908082], [3.362715, -2.934649, 1.267964], [3.290195, -0.906333, 3.455642], [4.663446, -0.794091, 3.245020], [5.349228, 0.360664, 3.585580], [4.656518, 1.424140, 4.147346], [3.292288, 1.318268, 4.371017], [2.590599, 0.159230, 4.035256], [0.644817, 0.000958, 4.337239], [0.805045, -0.682246, 6.185651], [0.246142, 1.855415, 4.812667], [4.441160, -3.579516, 4.019809], [3.155701, -4.789525, 3.792195], [3.047906, -3.623476, 5.122660], [4.262215, -3.512223, 1.484382], [3.636104, -1.993230, 0.793598], [2.713297, -3.488915, 0.591707], [5.208725, -1.617847, 2.796756], [6.415075, 0.433233, 3.405549], [5.177061, 2.338146, 4.407400], [2.766215, 2.159069, 4.804287], [1.463532, -0.049902, 6.782295], [1.200562, -1.698194, 6.162731], [-0.188216, -0.704074, 6.635219], [0.712577, 2.148162, 5.754577], [-0.837640, 1.937822, 4.873388], [0.564594, 2.516468, 4.006733], [-1.740086, -1.279450, -2.336868], [-3.142581, -1.061919, -1.741162], [-3.233580, -0.462288, -0.341861], [-2.026439, 1.400483, 0.290542], [-0.539247, 3.143523, 0.278549], [-0.748963, 4.305188, -0.459525], [0.205918, 5.318443, -0.486621], [1.385722, 5.186926, 0.233806], [1.603292, 4.034378, 0.979566], [0.648517, 3.025605, 0.993289], [-3.586088, 2.738015, -0.460668], [-4.130349, 3.638889, 0.455113], [-5.118640, 4.538758, 0.077352], [-5.591840, 4.551470, -1.229135], [-5.070447, 3.653504, -2.148467], [-4.076394, 2.758733, -1.763390], [-0.874453, 0.519067, -3.169607], [-0.611519, -0.385642, -5.130713], [-1.738830, -0.446637, -5.953069], [-1.699423, -1.073952, -7.191545], [-0.517255, -1.648383, -7.638262], [0.616209, -1.582708, -6.840849], [0.568770, -0.956717, -5.599962], [1.178378, 0.312137, -2.627086], [1.930378, 1.478026, -2.492028], [3.278826, 1.418632, -2.163448], [3.891288, 0.189229, -1.968778], [3.153490, -0.979304, -2.098472], [1.803644, -0.916221, -2.417525], [-1.792834, -1.971864, -3.180329], [-1.051818, -1.704849, -1.601038], [-3.630001, -2.047764, -1.727227], [-3.747877, -0.456181, -2.425579], [-2.890701, -1.160058, 0.428018], [-4.253274, -0.153746, -0.106627], [-1.663543, 4.429316, -1.030321], [0.022892, 6.216078, -1.067577], [2.128084, 5.976550, 0.215341], [2.520134, 3.915485, 1.547334], [0.845221, 2.133091, 1.582510], [-3.776200, 3.615833, 1.480717], [-5.523191, 5.230519, 0.807561], [-6.362229, 5.253314, -1.526582], [-5.431821, 3.648410, -3.170783], [-3.682809, 2.075688, -2.507103], [-2.671066, 0.004581, -5.625430], [-2.588879, -1.109115, -7.809466], [-0.478736, -2.138718, -8.603237], [1.545812, -2.020977, -7.184558], [1.469626, -0.910523, -4.999885], [1.458253, 2.447098, -2.609175], [3.840250, 2.335243, -2.035479], [4.938959, 0.140565, -1.697344], [3.621715, -1.941397, -1.930189], [1.237434, -1.838983, -2.496335], [0.185494, -3.261625, 0.030233], [-0.948472, -3.830279, 0.210743], [-1.466441, -3.887107, 1.464252], [-2.713344, -4.430774, 1.686284], [-3.455974, -4.926524, 0.627636], [-2.913039, -4.855345, -0.645297], [-1.666037, -4.301896, -0.837324], [-0.827031, -3.451828, 2.219281], [-3.095062, -4.440690, 2.697302], [-4.438684, -5.346617, 0.788340], [-3.454395, -5.212277, -1.510273], [-1.179017, -4.184556, -1.792463], [-2.568426, 1.315924, 2.530308]], "forces_ev_per_a": [[0.33, -0.09, 0.05], [-0.02, -0.03, -0.01], [0.03, -0.07, 0.11], [-0.03, 0.04, -0.02], [-0.04, 0.03, -0.05], [-0.01, -0.01, 0.00], [-0.02, 0.01, 0.01], [0.01, 0.00, -0.01], [-0.01, -0.03, -0.03], [0.02, 0.02, 0.02], [-0.04, -0.04, -0.04], [0.02, 0.01, 0.03], [-0.01, 0.01, -0.02], [0.00, 0.00, 0.00], [0.01, 0.00, 0.02], [0.00, 0.00, 0.00], [0.01, 0.01, 0.01], [-0.03, 0.00, -0.04], [-0.01, 0.00, 0.00], [-0.01, 0.00, -0.01], [0.00, 0.00, 0.00], [0.00, 0.00, 0.00], [0.00, 0.01, 0.01], [0.00, -0.01, 0.01], [0.00, 0.00, 0.00], [0.00, 0.00, 0.00], [0.01, 0.02, 0.00], [0.01, 0.00, 0.03], [-0.02, 0.00, 0.00], [-0.04, 0.04, 0.14], [-0.02, 0.00, -0.01], [0.07, -0.20, -0.21], [-0.29, 0.46, -0.19], [-0.10, 0.03, 0.01], [0.05, -0.07, -0.12], [0.00, -0.01, 0.02], [-0.02, -0.01, -0.01], [0.02, 0.00, -0.03], [0.01, -0.03, 0.04], [0.00, 0.03, 0.12], [0.00, 0.02, -0.05], [0.01, -0.02, -0.01], [0.02, -0.01, 0.02], [0.00, 0.00, -0.01], [0.04, -0.06, -0.01], [0.01, 0.11, -0.05], [-0.16, -0.03, 0.00], [0.01, -0.02, 0.00], [0.02, 0.01, 0.01], [0.00, 0.01, 0.01], [0.00, 0.01, -0.01], [0.03, 0.05, -0.02], [0.04, 0.03, 0.11], [-0.02, -0.05, 0.07], [-0.02, -0.02, 0.05], [0.02, 0.02, 0.02], [-0.06, 0.00, 0.01], [-0.02, -0.05, -0.03], [-0.02, -0.03, 0.01], [0.03, 0.08, 0.03], [-0.08, 0.01, 0.01], [0.05, 0.01, -0.06], [0.05, 0.01, 0.00], [0.00, 0.00, 0.05], [-0.01, 0.00, 0.02], [0.00, 0.00, 0.00], [0.00, -0.01, 0.00], [0.00, 0.00, 0.00], [-0.04, -0.01, -0.01], [0.00, 0.00, 0.00], [0.00, 0.00, 0.00], [0.00, 0.00, 0.00], [0.00, 0.00, 0.00], [0.06, -0.04, -0.01], [0.00, -0.01, 0.01], [0.00, 0.00, 0.00], [0.00, 0.00, 0.00], [0.00, 0.00, 0.00], [-0.01, -0.02, 0.02], [-0.02, 0.02, 0.00], [0.02, 0.01, -0.01], [0.00, 0.01, -0.01], [0.00, -0.01, 0.01], [0.00, 0.03, 0.04], [0.20, -0.29, -0.31], [-0.09, 0.27, 0.18], [-0.09, -0.01, 0.01], [0.11, 0.06, 0.03], [-0.07, -0.04, 0.01], [0.08, 0.04, -0.06], [-0.03, -0.07, 0.04], [0.00, -0.01, 0.02], [-0.01, 0.01, 0.00], [0.00, 0.01, 0.00], [-0.01, -0.01, 0.00], [-0.01, -0.02, 0.00], [0.11, -0.13, 0.02]], "homo_ha": [-0.092, -0.138], "multiplicity": 2, "de_lowest_kj_mol": 0.0, "homo_lumo_gap_ev": [4.8, 6.0], "s_squared": 0.77, "total_energy_ha": -7276.45126, "total_charge": -1, "lumo_ev": [2.32, 2.26]}

Entry 2:
{"formula": "C42H47AsN5O4PPtS2Si2", "method": "wB97M-V/def2-TZVPD", "elements": ["Pt", "N", "C", "C", "C", "C", "C", "C", "S", "N", "C", "C", "C", "C", "C", "C", "N", "H", "H", "H", "H", "H", "H", "H", "H", "H", "O", "S", "O", "O", "C", "C", "C", "C", "C", "C", "P", "C", "C", "C", "C", "C", "C", "C", "C", "C", "C", "C", "C", "H", "H", "H", "H", "H", "H", "H", "H", "H", "H", "H", "H", "H", "H", "C", "Si", "C", "C", "As", "Si", "C", "C", "C", "H", "H", "H", "H", "H", "H", "H", "H", "H", "H", "H", "H", "H", "H", "H", "H", "H", "H", "N", "C", "O", "C", "C", "C", "C", "N", "C", "H", "H", "H", "H", "H", "H"], "coordinates": [[0.821415, 0.162742, 0.959384], [-0.921976, -0.730955, 4.853230], [-1.825341, -1.766881, 4.657741], [-2.053740, -2.733726, 5.632429], [-2.879139, -3.810286, 5.361519], [-3.478748, -3.945512, 4.117585], [-3.299304, -2.960883, 3.159243], [-2.498597, -1.861557, 3.447326], [-2.313981, -0.500269, 2.327987], [-0.744557, 0.048413, 2.637259], [-0.200694, -0.169321, 3.817277], [1.194858, 0.138111, 4.035136], [1.727627, 0.343554, 5.320503], [3.065261, 0.614233, 5.475507], [3.885313, 0.634800, 4.350428], [3.298992, 0.426931, 3.117472], [1.998274, 0.211991, 2.953974], [-0.460963, -0.740445, 5.749767], [-1.576320, -2.640515, 6.599102], [-3.049443, -4.555960, 6.124612], [-4.101973, -4.802499, 3.909470], [-3.824250, -3.014869, 2.214323], [1.079491, 0.330509, 6.185632], [3.476537, 0.823716, 6.452337], [4.944492, 0.823727, 4.434614], [3.897727, 0.446135, 2.217516], [-0.070025, -2.602163, 1.655743], [-1.394946, -2.722258, 1.141702], [-1.340764, -4.154590, 0.294460], [-1.340802, -1.683291, -0.382278], [-2.319547, -4.513926, -0.606903], [-3.080625, -5.658687, -0.447231], [-3.994439, -6.000841, -1.434435], [-4.169795, -5.195172, -2.553363], [-3.413729, -4.045511, -2.704228], [-2.490351, -3.705602, -1.722410], [-1.314099, -2.366069, -1.806317], [0.283683, -3.132150, -2.110126], [1.325585, -3.060044, -1.192925], [2.487617, -3.776622, -1.424445], [2.619113, -4.543669, -2.573189], [1.580412, -4.616323, -3.490671], [0.407170, -3.922501, -3.254771], [-1.903388, -1.176958, -3.003199], [-2.996662, -0.387592, -2.648385], [-3.509851, 0.515168, -3.560805], [-2.938937, 0.624774, -4.822210], [-1.861777, -0.174047, -5.178354], [-1.336415, -1.077693, -4.269001], [-2.923620, -6.291416, 0.414197], [-4.573764, -6.907828, -1.333517], [-4.874981, -5.482861, -3.319938], [-3.522825, -3.418259, -3.579640], [1.243784, -2.444989, -0.303868], [3.286520, -3.743348, -0.696419], [3.531097, -5.096724, -2.745496], [1.675267, -5.232859, -4.373233], [-0.425996, -4.004451, -3.941930], [-3.431706, -0.487067, -1.662182], [-4.346339, 1.142364, -3.289555], [-3.327235, 1.347839, -5.525484], [-1.418330, -0.089098, -6.161203], [-0.487687, -1.696460, -4.529283], [4.580268, 2.153795, 0.211044], [3.235798, 3.486531, 0.433409], [3.686986, 4.645865, 1.864777], [3.013395, 4.360940, -1.242487], [1.082657, 2.576451, 0.997843], [-0.758924, 4.058237, 1.553200], [-2.047048, 3.887547, 0.186716], [-1.395037, 3.451106, 3.229450], [0.101073, 5.744571, 1.643402], [5.191728, 2.366869, -0.664551], [4.150126, 1.161653, 0.074874], [5.250817, 2.122164, 1.067976], [4.754207, 4.860794, 1.879614], [3.425241, 4.199158, 2.823882], [3.167674, 5.598586, 1.787026], [3.676852, 5.220012, -1.327248], [1.990549, 4.708156, -1.387776], [3.255103, 3.683124, -2.060071], [-2.470785, 2.882629, 0.188888], [-1.624246, 4.062023, -0.800196], [-2.866860, 4.592018, 0.321945], [-1.613695, 2.385925, 3.175389], [-2.308569, 3.962639, 3.529121], [-0.652932, 3.607520, 4.011678], [0.639272, 5.958372, 0.720037], [0.814398, 5.766936, 2.466488], [-0.616981, 6.547270, 1.805424], [0.078427, 3.887548, -4.767038], [-0.155703, 3.216177, -3.620377], [-1.134900, 3.434441, -2.929552], [0.847533, 2.184936, -3.207993], [2.020573, 1.876732, -3.894176], [2.902436, 0.978254, -3.320669], [2.582413, 0.393934, -2.107676], [1.432425, 0.625557, -1.467569], [0.599743, 1.511150, -2.012528], [-0.554317, 4.632377, -5.010438], [0.899980, 3.766234, -5.329139], [2.255381, 2.313487, -4.854505], [3.835041, 0.730826, -3.806871], [3.267404, -0.296708, -1.639366], [-0.330077, 1.703905, -1.492435]], "forces_ev_per_a": [[0.64, 1.43, -1.23], [0.89, 0.88, 0.21], [-0.78, -0.88, -0.10], [0.31, 0.28, -0.08], [-0.08, -0.08, -0.12], [-0.06, -0.04, 0.15], [-0.18, 0.14, 0.17], [-0.01, 0.60, 0.44], [-0.45, 0.46, 0.34], [1.47, -0.68, 1.45], [-2.53, -0.29, -1.42], [2.23, 0.70, 0.57], [-0.93, -0.13, -0.55], [0.65, 0.13, -0.27], [-0.38, 0.05, 0.46], [0.09, 0.14, -0.22], [-0.85, -0.65, 0.46], [0.02, -0.13, -0.07], [0.06, -0.04, 0.04], [0.01, -0.01, 0.03], [-0.08, 0.02, -0.02], [-0.09, -0.01, 0.01], [0.06, 0.08, 0.08], [-0.02, -0.08, 0.06], [0.05, -0.02, -0.04], [-0.06, -0.01, -0.03], [0.16, 0.01, 0.15], [-0.09, -0.54, -2.22], [0.70, -0.20, 0.62], [0.15, -0.45, 0.43], [-0.73, -0.01, -0.25], [0.26, -0.04, 0.24], [0.03, 0.13, -0.04], [0.02, -0.08, -0.07], [0.01, 0.08, 0.00], [0.32, 0.16, -0.06], [-0.16, -0.12, -0.13], [-0.31, 0.25, -0.27], [0.03, 0.32, 0.05], [0.03, 0.00, -0.01], [0.01, 0.02, 0.07], [-0.05, -0.04, -0.05], [-0.06, 0.04, 0.05], [0.36, -0.18, 0.19], [-0.04, -0.07, 0.12], [0.01, 0.05, 0.03], [0.09, 0.00, 0.01], [0.07, 0.02, -0.07], [0.14, -0.03, 0.07], [-0.02, -0.01, 0.08], [-0.01, -0.01, 0.04], [-0.04, 0.03, 0.01], [-0.05, 0.01, -0.02], [-0.03, -0.08, -0.06], [0.04, 0.01, -0.02], [0.03, -0.04, -0.02], [0.01, 0.01, -0.03], [0.02, -0.09, -0.08], [-0.05, 0.08, 0.02], [-0.03, 0.02, 0.03], [-0.04, -0.01, -0.04], [-0.03, 0.01, -0.02], [0.04, 0.07, -0.08], [-0.45, 0.11, 0.21], [-0.01, -0.01, -0.01], [-0.08, -0.20, -0.39], [-0.04, -0.09, 0.49], [-0.03, 0.20, 0.00], [0.30, -0.37, 0.18], [0.31, 0.11, 0.36], [0.06, 0.23, -0.38], [-0.17, -0.53, -0.06], [-0.03, 0.12, -0.10], [-0.02, -0.06, -0.01], [0.01, 0.00, 0.12], [0.15, 0.01, -0.10], [-0.04, -0.08, -0.02], [-0.10, 0.07, -0.02], [0.11, 0.11, 0.05], [-0.04, 0.05, 0.03], [-0.01, -0.14, 0.01], [0.00, -0.10, 0.04], [0.10, -0.01, -0.01], [-0.09, 0.09, 0.13], [-0.04, -0.04, -0.02], [-0.11, 0.09, -0.02], [0.10, 0.02, -0.03], [0.00, 0.03, -0.07], [0.00, -0.06, 0.04], [-0.14, 0.02, -0.03], [0.03, 0.08, -0.16], [-0.20, 0.03, -0.01], [-0.02, -0.06, -0.05], [0.35, -0.40, 0.07], [-0.31, 0.03, 0.26], [0.09, -0.05, -0.08], [-0.09, -0.21, 0.08], [-0.19, -0.27, 0.67], [-0.44, 0.15, -0.22], [-0.01, -0.03, 0.02], [0.00, 0.01, 0.05], [0.08, 0.07, -0.01], [0.03, -0.02, 0.02], [0.03, -0.12, 0.05], [0.11, 0.05, -0.04]], "homo_ha": [-0.397, -0.403], "de_lowest_kj_mol": 380.9, "homo_lumo_gap_ev": [5.3, 5.6], "total_energy_ha": -6274.76864, "total_charge": 2, "lumo_ev": [-5.51, -5.36]}